*i*
This record from OMol25 describes a cluster of 9 separate species, C32H84N4O12 in total. The level of theory is ωB97M-V with the def2-TZVPD basis set.

Each line ends with the Löwdin charge.
CARTESIAN COORDINATES (ANGSTROEM)
C  -4.724  -5.864  -1.030  -0.125
O  -4.023  -5.080  -0.097  -0.168
C  -4.651  -3.828  0.078  -0.240
C  -4.066  -3.135  1.298  -0.197
N  -2.612  -2.977  1.429  -0.042
C  -2.042  -1.844  0.689  -0.181
C  -2.012  -2.026  -0.829  -0.227
O  -1.820  -3.376  -1.159  -0.168
C  -2.031  -3.594  -2.522  -0.111
H  -4.372  -6.891  -0.935  0.087
H  -4.615  -5.525  -2.069  0.082
H  -5.807  -5.872  -0.839  0.083
H  -5.724  -3.918  0.305  0.119
H  -4.603  -3.248  -0.853  0.110
H  -4.402  -3.725  2.156  0.117
H  -4.581  -2.162  1.425  0.113
H  -2.520  -2.693  2.401  0.106
H  -1.015  -1.747  1.052  0.089
H  -2.557  -0.901  0.931  0.106
H  -1.280  -1.370  -1.312  0.093
H  -2.995  -1.725  -1.234  0.102
H  -1.862  -4.643  -2.737  0.095
H  -1.423  -2.954  -3.178  0.065
H  -3.050  -3.270  -2.796  0.090
C  3.879  6.103  2.547  -0.125
O  3.125  4.993  2.175  -0.191
C  1.773  5.105  2.514  -0.231
C  1.012  3.856  2.061  -0.181
N  1.447  3.365  0.767  -0.068
C  0.902  4.072  -0.375  -0.197
C  1.526  3.555  -1.655  -0.214
O  2.938  3.590  -1.600  -0.185
C  3.492  4.884  -1.587  -0.106
H  4.908  6.023  2.200  0.089
H  3.910  6.284  3.629  0.091
H  3.487  7.026  2.087  0.091
H  1.386  5.992  1.989  0.118
H  1.599  5.235  3.588  0.126
H  -0.068  3.997  2.086  0.129
H  1.213  3.100  2.829  0.116
H  2.448  3.245  0.723  0.118
H  1.084  5.154  -0.304  0.111
H  -0.180  3.921  -0.446  0.124
H  1.117  4.074  -2.531  0.127
H  1.275  2.511  -1.841  0.104
H  3.183  5.510  -0.748  0.075
H  3.290  5.438  -2.512  0.092
H  4.566  4.703  -1.578  0.093
C  9.151  -0.739  4.030  -0.117
O  8.212  -1.729  3.665  -0.191
C  7.829  -2.492  4.796  -0.240
C  6.545  -3.216  4.512  -0.219
N  5.423  -2.309  4.283  -0.055
C  4.197  -2.997  3.931  -0.218
C  2.979  -2.104  4.000  -0.243
O  3.020  -1.214  2.915  -0.231
C  1.967  -0.262  2.914  -0.082
H  10.059  -1.203  4.426  0.088
H  8.752  -0.039  4.773  0.087
H  9.355  -0.170  3.126  0.087
H  7.729  -1.827  5.658  0.121
H  8.597  -3.246  5.002  0.124
H  6.298  -3.887  5.337  0.121
H  6.635  -3.836  3.603  0.125
H  5.663  -1.683  3.523  0.105
H  4.054  -3.893  4.538  0.122
H  4.238  -3.339  2.882  0.119
H  2.894  -1.612  4.977  0.125
H  2.072  -2.726  3.906  0.119
H  1.849  0.203  3.897  0.093
H  1.055  -0.809  2.641  0.085
H  2.149  0.477  2.140  0.068
C  -3.033  1.511  -0.599  -0.037
C  -4.426  1.862  -1.146  -0.512
C  -4.691  3.333  -0.851  -0.144
C  -5.857  3.937  -1.639  -0.171
C  -5.678  3.647  -3.130  -0.134
C  -5.349  2.197  -3.487  -0.517
N  -4.326  1.648  -2.593  -0.093
O  -4.124  0.286  -2.885  -0.028
C  -6.634  1.374  -3.489  -0.032
C  -4.744  2.165  -4.887  -0.043
C  -5.453  0.998  -0.406  -0.028
H  -2.948  1.648  0.481  0.091
H  -2.258  2.073  -1.121  0.079
H  -2.827  0.449  -0.750  0.051
H  -4.808  3.462  0.225  0.121
H  -3.783  3.872  -1.156  0.118
H  -5.804  5.014  -1.461  0.107
H  -6.808  3.631  -1.199  0.109
H  -5.094  4.417  -3.638  0.117
H  -6.663  3.852  -3.569  0.115
H  -7.154  1.310  -2.534  0.067
H  -7.351  1.798  -4.198  0.086
H  -6.483  0.340  -3.805  0.085
H  -5.381  2.596  -5.668  0.086
H  -3.807  2.723  -4.949  0.083
H  -4.530  1.155  -5.240  0.080
H  -6.515  1.107  -0.623  0.065
H  -5.307  1.003  0.676  0.085
H  -5.272  -0.048  -0.693  0.078
H  -3.172  0.237  -3.046  0.059
C  -0.099  -0.647  -4.033  -0.123
O  -1.239  0.064  -3.564  -0.142
H  0.018  -1.538  -3.426  0.040
H  -0.191  -0.896  -5.092  0.085
H  0.792  -0.022  -3.942  0.085
H  -1.044  0.974  -3.337  0.070
C  1.956  -3.663  -2.531  -0.144
O  2.057  -2.290  -2.181  -0.153
H  2.684  -3.872  -3.325  0.082
H  2.192  -4.321  -1.686  0.064
H  0.956  -3.953  -2.846  0.069
H  2.989  -2.120  -1.933  0.041
C  0.486  0.308  -0.242  -0.153
O  -0.151  0.950  0.861  -0.148
H  1.527  0.625  -0.337  0.067
H  0.434  -0.778  -0.173  0.054
H  -0.076  0.565  -1.154  0.062
H  0.250  1.850  0.878  0.030
C  4.093  -1.217  0.232  -0.110
O  4.487  -1.353  -1.144  -0.130
H  3.756  -2.195  0.551  0.070
H  4.931  -0.882  0.843  0.084
H  3.304  -0.472  0.289  0.059
H  4.610  -0.487  -1.544  0.090
C  1.212  -3.593  0.903  -0.153
O  0.071  -4.275  1.433  -0.103
H  0.977  -3.012  0.006  0.053
H  1.637  -2.825  1.560  0.054
H  1.935  -4.352  0.589  0.081
H  0.479  -4.884  2.059  0.072

For the HOMO energy, the calculation gives -8.0 eV. Its gap between HOMO and LUMO is 8.52 eV.

*ii*
This record from OMol25 describes a cluster of 8 separate species, C32H84N4O12 in total. The level of theory is ωB97M-V with the def2-TZVPD basis set.

Each line ends with the Löwdin charge.
CARTESIAN COORDINATES (ANGSTROEM)
C  3.161  -0.580  0.079  -0.086
C  2.538  0.284  -1.044  -0.325
O  3.451  1.205  -1.597  -0.076
H  2.471  -1.254  0.587  0.074
H  3.626  0.168  0.722  0.062
H  4.084  -1.100  -0.178  0.069
H  1.803  0.896  -0.523  0.099
H  2.010  -0.274  -1.818  0.110
H  3.957  1.525  -0.846  0.072
C  3.863  8.643  -7.016  -0.077
C  4.546  7.565  -6.089  -0.324
O  3.442  6.766  -6.028  -0.103
H  3.512  8.156  -7.925  0.068
H  4.514  9.480  -7.267  0.063
H  2.914  8.910  -6.550  0.070
H  4.852  7.907  -5.101  0.104
H  5.380  7.032  -6.545  0.106
H  3.659  5.897  -5.684  0.093
C  -1.670  -5.672  -0.734  -0.098
C  -1.566  -5.010  -2.121  -0.264
O  -0.686  -5.772  -3.045  -0.107
H  -2.400  -5.246  -0.046  0.068
H  -0.704  -5.867  -0.268  0.071
H  -2.025  -6.691  -0.887  0.062
H  -1.166  -3.997  -2.068  0.105
H  -2.557  -5.061  -2.572  0.100
H  -1.148  -6.585  -3.267  0.064
C  8.720  3.419  2.042  -0.080
C  8.725  4.470  0.950  -0.354
O  7.444  4.860  0.544  -0.086
H  9.723  3.543  2.450  0.076
H  8.600  2.453  1.551  0.070
H  7.841  3.448  2.686  0.076
H  9.088  4.211  -0.045  0.118
H  9.257  5.349  1.313  0.103
H  7.067  5.270  1.325  0.077
C  4.611  -5.834  -6.370  -0.083
O  4.960  -4.626  -7.125  -0.204
C  4.496  -3.407  -6.605  -0.228
C  4.911  -2.221  -7.599  -0.134
N  3.971  -2.326  -8.749  -0.073
C  2.614  -1.893  -8.468  -0.236
C  1.860  -1.599  -9.752  -0.238
O  1.589  -2.866  -10.346  -0.184
C  0.704  -2.684  -11.457  -0.117
H  4.545  -6.623  -7.119  0.083
H  3.566  -5.843  -6.062  0.071
H  5.102  -6.101  -5.435  0.081
H  5.056  -3.214  -5.690  0.109
H  3.422  -3.525  -6.454  0.105
H  5.963  -2.322  -7.868  0.106
H  4.853  -1.261  -7.086  0.106
H  3.821  -3.132  -9.339  0.110
H  2.453  -1.002  -7.862  0.126
H  2.148  -2.819  -8.130  0.111
H  2.532  -1.024  -10.389  0.127
H  0.913  -1.142  -9.464  0.121
H  0.570  -1.690  -11.884  0.086
H  -0.312  -3.055  -11.324  0.075
H  0.973  -3.410  -12.224  0.080
C  -7.581  -5.615  -0.613  -0.097
O  -8.341  -4.431  -0.955  -0.211
C  -9.634  -4.307  -0.315  -0.186
C  -9.902  -2.791  -0.346  -0.225
N  -9.424  -2.235  0.893  -0.062
C  -8.965  -0.877  0.702  -0.224
C  -7.996  -0.383  1.851  -0.225
O  -6.893  -1.217  2.041  -0.213
C  -5.879  -1.332  0.962  -0.045
H  -8.019  -6.548  -0.968  0.077
H  -7.366  -5.708  0.452  0.083
H  -6.652  -5.612  -1.182  0.077
H  -9.796  -4.669  0.700  0.125
H  -10.266  -4.798  -1.055  0.116
H  -10.932  -2.432  -0.368  0.119
H  -9.441  -2.398  -1.252  0.113
H  -8.524  -2.661  1.063  0.090
H  -9.884  -0.292  0.702  0.116
H  -8.419  -0.633  -0.210  0.102
H  -8.515  -0.486  2.804  0.117
H  -7.770  0.681  1.793  0.114
H  -5.260  -2.132  1.368  0.088
H  -5.387  -0.389  0.723  0.081
H  -6.364  -1.609  0.027  0.069
C  -4.191  -9.413  9.947  -0.090
O  -3.623  -9.654  11.258  -0.158
C  -2.499  -8.884  11.442  -0.291
C  -1.229  -9.251  10.684  -0.173
N  -0.992  -8.422  9.502  -0.085
C  -0.775  -6.999  9.627  -0.226
C  -0.544  -6.209  8.297  -0.207
O  -0.372  -4.765  8.488  -0.184
C  0.318  -4.206  7.340  -0.097
H  -4.538  -8.385  9.849  0.087
H  -5.144  -9.909  9.760  0.078
H  -3.593  -9.742  9.097  0.078
H  -2.316  -8.982  12.512  0.119
H  -2.654  -7.806  11.466  0.112
H  -1.311  -10.305  10.418  0.129
H  -0.495  -8.955  11.433  0.111
H  -1.076  -8.782  8.562  0.108
H  0.146  -6.809  10.178  0.115
H  -1.620  -6.486  10.086  0.105
H  -1.535  -6.424  7.898  0.111
H  0.165  -6.798  7.715  0.117
H  0.572  -3.146  7.340  0.082
H  -0.448  -4.292  6.569  0.080
H  1.193  -4.807  7.097  0.080
C  0.564  7.161  3.314  -0.136
O  0.803  8.363  2.627  -0.194
C  0.278  8.411  1.288  -0.187
C  0.786  9.699  0.492  -0.229
N  0.159  10.861  1.010  -0.079
C  0.660  12.150  0.369  -0.141
C  2.094  12.567  0.852  -0.256
O  2.216  13.929  0.516  -0.206
C  3.461  14.421  1.154  -0.077
H  -0.470  6.962  3.596  0.085
H  1.229  7.263  4.171  0.088
H  0.903  6.225  2.870  0.079
H  -0.812  8.400  1.249  0.117
H  0.690  7.570  0.731  0.110
H  0.534  9.639  -0.566  0.119
H  1.860  9.685  0.681  0.107
H  0.047  10.861  2.013  0.107
H  -0.008  12.955  0.676  0.108
H  0.720  12.192  -0.719  0.114
H  2.881  12.083  0.274  0.114
H  2.199  12.442  1.929  0.116
H  3.557  15.479  0.911  0.080
H  4.326  13.897  0.748  0.081
H  3.449  14.361  2.242  0.080

For the HOMO energy, the calculation gives -8.0 eV. Its gap between HOMO and LUMO is 8.26 eV.

Energies in kJ/mol, measured from the most stable structure: *i* 0.0; *ii* 559.6.